Entry from the Open Molecules 2025 dataset: a cluster of 2 separate species, C24H25O7S2 in total (ωB97M-V with the def2-TZVPD basis set).

Positions of all 58 atoms, in Å:
C  2.691  -1.964  3.071
C  2.005  -0.627  2.977
O  0.612  -0.864  2.710
C  -0.102  0.242  2.372
C  -1.456  -0.155  1.963
C  -2.435  0.907  1.882
O  -2.325  1.907  1.169
C  -3.739  0.732  2.703
C  -4.769  -0.123  1.988
C  -4.225  -1.461  1.483
C  -3.224  -2.073  2.458
C  -1.782  -1.556  2.360
O  0.370  1.373  2.463
H  3.679  -1.811  3.512
H  2.144  -2.691  3.686
H  2.820  -2.386  2.065
H  2.096  -0.031  3.898
H  2.414  -0.059  2.131
H  -3.488  0.323  3.692
H  -4.131  1.746  2.830
H  -5.586  -0.335  2.690
H  -5.210  0.445  1.162
H  -5.072  -2.156  1.385
H  -3.772  -1.354  0.491
H  -3.605  -1.964  3.483
H  -3.178  -3.154  2.275
H  -1.239  -2.241  1.680
H  -1.333  -1.765  3.350
C  3.442  -1.900  -5.324
C  2.341  -1.144  -4.926
C  2.129  -0.926  -3.571
C  2.993  -1.436  -2.615
C  4.115  -2.168  -3.009
C  4.332  -2.399  -4.368
S  2.576  -1.084  -0.899
O  2.042  -2.271  -0.268
O  3.691  -0.375  -0.309
C  1.246  0.051  -1.286
C  0.773  0.953  -0.400
C  0.126  2.195  -0.774
C  -1.120  2.268  -1.420
C  -1.682  3.501  -1.734
C  -0.989  4.688  -1.449
C  0.288  4.620  -0.875
C  0.795  3.392  -0.466
S  0.797  0.153  -3.013
O  1.098  1.456  -3.552
O  -0.490  -0.475  -3.201
H  3.609  -2.062  -6.386
H  1.635  -0.715  -5.630
H  4.801  -2.541  -2.252
H  5.214  -2.952  -4.687
H  1.245  0.908  0.567
H  -1.671  1.342  -1.610
H  -2.676  3.529  -2.191
H  -1.443  5.662  -1.653
H  0.891  5.518  -0.716
H  1.734  3.310  0.090

Atoms 1-6, force components in eV/Å:
C 0.2405 -0.3108 -0.1896
C -0.6934 0.1373 -0.0738
O 1.4545 -0.2389 0.2563
C -2.7269 0.0521 -1.0685
C 1.3246 1.4236 0.8729
C -0.1005 -0.6670 -0.3468

Computed properties:
ΔE to the lowest compared entry with this formula, charge and spin: 0.0762 eV
HOMO: -3.152 eV
Multiplicity: 1
Net charge: -1
Total energy: -2252.55449 hartree
HOMO-LUMO gap: 5.4 eV